(P)
This record from OMol25 describes a cluster of 2 separate species, C2H4NP in total. The level of theory is ωB97M-V/def2-TZVPD.

XYZ file:
```
8
Properties=species:S:1:pos:R:3:lowdin_charge:R:1
C 2.201 0.834 -0.204 -0.55
P 2.814 -0.234 0.727 0.71
H 2.196 1.771 -0.718 -0.06
C -0.260 -0.438 -0.575 -0.31
N -0.789 0.214 0.287 0.00
H 0.307 -1.411 -0.472 0.06
H -0.378 -0.095 -1.625 0.07
H -0.836 -0.256 1.256 0.09
```

Calculated values
E_HOMO: -9.640 eV
SMILES: C#P.C=N
gap between HOMO and LUMO: 9.8 eV
LUMO: 0.133 eV

(Q)
This record from OMol25 describes an isolated molecule of C2H4NP. The level of theory is ωB97M-V/def2-TZVPD.

XYZ file:
```
8
Properties=species:S:1:pos:R:3:lowdin_charge:R:1
C -0.393 -0.252 0.651 -0.32
C -0.409 0.288 -0.777 -0.58
N 0.351 1.510 -0.701 -0.28
P -1.040 1.473 0.354 0.95
H -0.965 -1.046 1.036 0.03
H 0.666 -0.470 0.831 0.06
H -0.331 -0.217 -1.712 0.09
H 1.316 1.309 -0.506 0.05
```

Calculated values
E_HOMO: -8.905 eV
SMILES: C1[C@@H]2NP12
gap between HOMO and LUMO: 10.0 eV
LUMO: 1.046 eV

The structure with the most favorable energy is (Q); the runner-up is 0.656 eV above it.

(P)
This record from OMol25 describes an isolated molecule of C4H7ClN2. The level of theory is ωB97M-V/def2-TZVPD.

XYZ file:
```
14
Properties=species:S:1:pos:R:3:lowdin_charge:R:1
C -2.397 -0.513 -0.388 -0.05
N -1.582 0.499 -0.347 -0.03
N -0.290 0.292 -0.459 -0.20
C 0.720 1.302 -0.103 -0.13
C 1.607 0.102 0.397 -0.70
Cl 3.064 -0.215 -0.498 0.62
C 0.421 -0.815 0.224 -0.17
H -3.446 -0.321 -0.212 0.05
H -2.086 -1.556 -0.604 0.07
H 0.366 1.939 0.764 0.13
H 1.037 1.896 -0.956 0.10
H 1.942 0.259 1.431 0.09
H 0.070 -1.124 1.170 0.10
H 0.574 -1.745 -0.419 0.13
```

Calculated values
E_HOMO: -8.522 eV
SMILES: C=NN1CC(Cl)C1
gap between HOMO and LUMO: 9.5 eV
LUMO: 0.938 eV

(Q)
This record from OMol25 describes a cluster of 2 separate species, C4H7ClN2 in total. The level of theory is ωB97M-V/def2-TZVPD.

XYZ file:
```
14
Properties=species:S:1:pos:R:3:lowdin_charge:R:1
C -0.746 1.613 0.692 -0.12
C -0.335 0.218 0.325 -0.20
C 0.883 -0.079 -0.268 -0.77
C 1.180 -1.440 -0.644 -0.18
Cl 2.056 1.134 -0.643 0.68
H 0.107 2.277 0.305 0.05
H -0.804 1.600 1.715 0.04
H -1.655 1.773 0.039 0.06
H -1.107 -0.502 0.516 0.08
H 0.207 -2.091 -0.782 0.11
H 1.846 -2.028 0.147 0.12
H 1.735 -1.508 -1.596 0.06
N -4.111 0.318 -0.313 0.03
N -3.475 0.340 -1.216 0.03
```

Calculated values
E_HOMO: -8.818 eV
SMILES: C/C=C(/C)Cl.N#N
gap between HOMO and LUMO: 9.8 eV
LUMO: 1.013 eV

(R)
This record from OMol25 describes an isolated molecule of C4H7ClN2. The level of theory is ωB97M-V/def2-TZVPD.

XYZ file:
```
14
Properties=species:S:1:pos:R:3:lowdin_charge:R:1
C -0.841 -1.376 0.625 -0.05
N 0.350 -0.919 -0.071 -0.33
C 0.185 0.194 -0.964 -0.14
C 1.598 0.884 -1.040 -0.15
C 2.343 -0.001 -0.080 -0.70
Cl 4.015 -0.088 0.354 0.60
N 1.526 -1.121 0.404 0.07
H -0.629 -1.772 1.665 0.10
H -1.483 -0.509 0.689 0.07
H -1.284 -2.277 0.093 0.10
H -0.433 0.875 -0.431 0.10
H -0.084 -0.191 -1.971 0.13
H 1.481 1.860 -0.631 0.09
H 1.998 0.857 -2.073 0.11
```

Calculated values
E_HOMO: -7.216 eV
SMILES: CN1CCC(Cl)=N1
gap between HOMO and LUMO: 8.1 eV
LUMO: 0.868 eV

(S)
This record from OMol25 describes an isolated molecule of C4H7ClN2. The level of theory is ωB97M-V/def2-TZVPD.

XYZ file:
```
14
Properties=species:S:1:pos:R:3:lowdin_charge:R:1
C 1.522 1.285 0.290 -0.12
N 1.471 0.174 -0.693 -0.17
N 1.182 -1.109 -0.161 -0.01
C -0.078 -1.359 0.007 -0.16
C -1.155 -0.394 -0.317 -0.17
C -2.407 -0.608 0.087 -0.61
Cl -3.767 0.371 -0.209 0.63
H 2.124 2.152 -0.089 0.09
H 1.992 0.930 1.238 0.08
H 0.529 1.660 0.570 0.06
H 2.374 0.104 -1.149 0.10
H -0.277 -2.248 0.619 0.11
H -0.852 0.550 -0.835 0.11
H -2.658 -1.510 0.641 0.07
```

Calculated values
E_HOMO: -8.475 eV
SMILES: CN/N=C\C=C\Cl
gap between HOMO and LUMO: 9.0 eV
LUMO: 0.487 eV

The structure with the most favorable energy is (Q); the runner-up is 1.855 eV above it.

(P)
This record from OMol25 describes an isolated molecule of C4H7ClN2. The level of theory is ωB97M-V/def2-TZVPD.

XYZ file:
```
14
Properties=species:S:1:pos:R:3:lowdin_charge:R:1
C -0.740 -0.896 1.155 -0.07
C -0.632 0.323 0.335 -0.39
C 0.570 1.167 0.563 -0.10
N 1.404 1.149 -0.377 0.05
C 0.898 0.293 -1.417 -0.69
Cl 1.875 -1.330 -1.328 0.46
N -0.468 0.092 -1.121 -0.01
H 0.234 -1.192 1.465 0.06
H -1.421 -1.624 0.616 0.11
H -1.237 -0.532 2.132 0.11
H -1.526 0.777 0.624 0.11
H 0.822 1.703 1.355 0.08
H 1.078 0.830 -2.462 0.15
H -0.859 -0.760 -1.539 0.12
```

Calculated values
E_HOMO: -9.490 eV
SMILES: C[C@H]1C=N[C@@H](Cl)N1
gap between HOMO and LUMO: 10.2 eV
LUMO: 0.748 eV

(Q)
This record from OMol25 describes a cluster of 2 separate species, C4H7ClN2 in total. The level of theory is ωB97M-V/def2-TZVPD.

XYZ file:
```
14
Properties=species:S:1:pos:R:3:lowdin_charge:R:1
C -1.540 1.118 1.670 -0.18
C -0.928 1.862 0.684 -0.13
N -1.299 1.262 -0.494 0.02
C -2.101 0.204 -0.185 -0.22
N -2.268 0.089 1.123 0.03
H -1.492 1.273 2.748 0.09
H -0.281 2.738 0.713 0.11
H -1.023 1.556 -1.434 0.16
H -2.534 -0.445 -0.947 0.11
C 2.659 -1.987 -0.670 -0.54
Cl 3.144 -1.192 -2.174 0.45
H 3.549 -2.285 -0.090 0.03
H 2.063 -2.889 -0.888 0.03
H 2.051 -1.304 -0.054 0.03
```

Calculated values
E_HOMO: -8.914 eV
SMILES: c1c[nH]cn1.CCl
gap between HOMO and LUMO: 9.6 eV
LUMO: 0.670 eV

The structure with the most favorable energy is (Q); the runner-up is 1.060 eV above it.

(P)
This record from OMol25 describes a cluster of 2 separate species, C3H10N2O2 in total. The level of theory is ωB97M-V/def2-TZVPD.

XYZ file:
```
17
Properties=species:S:1:pos:R:3:lowdin_spin:R:1
C -1.868 -1.822 -0.508 0.11
C -0.615 -0.940 -0.535 0.05
C -0.369 -0.355 0.876 0.03
N -1.239 0.814 0.962 0.02
O 0.651 -0.684 1.522 0.11
N -1.838 -2.821 -1.590 0.55
H -2.761 -1.175 -0.449 0.04
H -1.893 -2.220 0.668 0.06
H -0.584 -0.106 -1.375 0.01
H 0.382 -1.539 -0.854 0.00
H -1.072 1.579 0.284 0.00
H -0.852 1.163 1.731 0.00
H -1.993 -3.723 -1.178 0.01
H -0.811 -2.993 -1.987 0.01
H 3.836 4.038 -0.085 0.00
H 4.355 4.750 -1.274 0.00
O 4.354 4.806 -0.284 0.00
```

Calculated values
E_HOMO (alpha / beta): -13.388 / -13.388 eV
charge: +1
gap between HOMO and LUMO (alpha / beta): 9.4 / 3.7 eV
spin multiplicity: 2
LUMO (alpha / beta): -3.973 / -9.677 eV

(Q)
This record from OMol25 describes a cluster of 2 separate species, C3H10N2O2 in total. The level of theory is ωB97M-V/def2-TZVPD.

XYZ file:
```
17
Properties=species:S:1:pos:R:3:lowdin_spin:R:1
C -0.458 1.109 -0.972 0.06
N -0.089 0.570 0.372 0.59
C 0.979 -0.235 0.676 0.03
N 2.122 -0.238 -0.242 -0.02
O 1.118 -0.682 1.772 0.24
C -0.994 0.062 -1.959 0.07
H 0.348 1.633 -1.377 0.01
H -1.245 1.894 -0.742 0.01
H -0.913 0.443 0.949 0.01
H 2.864 -0.035 0.355 0.00
H 2.135 0.226 -1.112 0.00
H -1.155 -0.906 -1.416 0.00
H -0.348 -0.119 -2.807 0.00
H -2.008 0.450 -2.371 0.01
H -0.422 -0.865 2.481 0.00
H -0.809 -2.093 3.316 0.00
O -1.125 -1.214 3.077 0.01
```

Calculated values
E_HOMO (alpha / beta): -14.628 / -14.615 eV
charge: +1
gap between HOMO and LUMO (alpha / beta): 10.8 / 4.8 eV
spin multiplicity: 2
LUMO (alpha / beta): -3.829 / -9.826 eV

The structure with the most favorable energy is (Q); the runner-up is 1.848 eV above it.

(P)
This record from OMol25 describes a cluster of 2 separate species, CN2O2S in total. The level of theory is ωB97M-V/def2-TZVPD.

XYZ file:
```
6
Properties=species:S:1:pos:R:3:lowdin_charge:R:1
N -0.618 1.345 0.570 0.18
N -0.263 1.002 1.558 -0.81
S 0.374 0.456 2.809 0.67
O -0.833 -1.293 -2.020 0.24
C 0.166 -0.961 -1.634 -0.49
O 1.173 -0.549 -1.284 0.20
```

Calculated values
E_HOMO: -10.117 eV
SMILES: N#[N+][S-].O=C=O
gap between HOMO and LUMO: 10.5 eV
LUMO: 0.426 eV

(Q)
This record from OMol25 describes an isolated molecule of CN2O2S. The level of theory is ωB97M-V/def2-TZVPD.

XYZ file:
```
6
Properties=species:S:1:pos:R:3:lowdin_charge:R:1
N 2.542 0.287 0.084 0.12
C 1.538 -0.192 -0.118 -0.18
N -0.020 -1.071 -0.269 -0.14
S -1.073 -0.008 0.036 0.71
O -2.464 -0.319 0.067 -0.23
O -0.524 1.303 0.200 -0.28
```

Calculated values
E_HOMO: -12.496 eV
SMILES: N#CN=S(=O)=O
gap between HOMO and LUMO: 10.9 eV
LUMO: -1.627 eV

(R)
This record from OMol25 describes a cluster of 2 separate species, CN2O2S in total. The level of theory is ωB97M-V/def2-TZVPD.

XYZ file:
```
6
Properties=species:S:1:pos:R:3:lowdin_charge:R:1
C 0.880 0.238 -0.022 -0.88
N -0.020 1.073 0.012 -0.06
N -0.478 -1.301 0.015 0.23
O -1.249 1.053 0.009 -0.03
O -1.516 -0.816 0.007 0.10
S 2.383 -0.247 -0.021 0.63
```

Calculated values
E_HOMO (alpha / beta): -8.514 / -8.516 eV
gap between HOMO and LUMO (alpha / beta): 6.5 / 6.5 eV
LUMO (alpha / beta): -2.022 / -2.020 eV

The structure with the most favorable energy is (P); the runner-up is 4.678 eV above it.

(P)
This record from OMol25 describes a structure of composition C4H5ClN2. The level of theory is ωB97M-V/def2-TZVPD.

XYZ file:
```
12
Properties=species:S:1:pos:R:3:lowdin_charge:R:1
C -0.517 0.117 0.163 -0.68
C 0.134 1.179 0.019 -0.16
C 1.586 1.040 0.342 -0.19
C 0.221 -1.089 0.497 -0.16
H -0.270 2.155 -0.502 0.15
H 2.045 1.936 0.035 0.09
H 1.999 0.912 1.326 0.11
H 3.180 -0.195 -1.069 0.28
H -0.430 -1.918 0.678 0.07
N 2.014 -0.152 -0.471 -0.12
N 1.429 -1.292 -0.135 0.01
Cl -2.304 -0.016 -0.138 0.58
```

Calculated values
E_HOMO: -8.531 eV
gap between HOMO and LUMO: 8.8 eV
LUMO: 0.266 eV

(Q)
This record from OMol25 describes an isolated molecule of C4H5ClN2. The level of theory is ωB97M-V/def2-TZVPD.

XYZ file:
```
12
Properties=species:S:1:pos:R:3:lowdin_charge:R:1
C 0.753 -1.583 -0.064 -0.11
C 0.392 -0.143 -0.070 -0.15
C 0.737 1.148 0.050 -0.08
N -0.431 1.985 -0.165 -0.06
N -1.623 1.327 -0.136 -0.02
C -1.421 0.071 -0.020 -0.69
Cl -2.575 -1.159 -0.051 0.68
H 0.434 -2.075 0.831 0.06
H 0.383 -2.227 -0.785 0.04
H 1.916 -1.695 -0.017 0.11
H 1.759 1.508 0.138 0.11
H -0.325 2.844 0.290 0.10
```

Calculated values
E_HOMO: -8.826 eV
SMILES: Cc1c[nH]nc1Cl
gap between HOMO and LUMO: 9.7 eV
LUMO: 0.882 eV

(R)
This record from OMol25 describes an isolated molecule of C4H5ClN2. The level of theory is ωB97M-V/def2-TZVPD.

XYZ file:
```
12
Properties=species:S:1:pos:R:3:lowdin_charge:R:1
C -1.217 -1.278 0.068 0.15
C -1.710 -0.109 0.107 -0.18
C 1.095 -0.031 -0.096 -0.31
C -0.883 1.223 0.076 -0.22
N 0.488 1.024 -0.083 0.09
N 2.094 -0.761 0.017 -0.17
Cl 3.987 0.050 0.017 0.20
H -1.027 -2.311 0.032 0.04
H -2.753 0.168 0.176 0.10
H -1.261 1.830 -0.754 0.12
H -1.100 1.742 1.016 0.12
H 2.288 -1.548 -0.576 0.07
```

Calculated values
E_HOMO (alpha / beta): -8.863 / -8.451 eV
gap between HOMO and LUMO (alpha / beta): 7.5 / 7.5 eV
LUMO (alpha / beta): -1.373 / -0.905 eV

The structure with the most favorable energy is (Q); the runner-up is 1.357 eV above it.